{
  "formula": "C7H10O3",
  "method": "ωB97M-V/def2-TZVPD",
  "energy_ev": -13558.683,
  "relative_energy_kj_mol": 447.0,
  "charge": 0,
  "gap_ev": 10.8,
  "species": ["O", "C", "H", "O", "C", "C", "C", "C", "C", "C", "H", "H", "H", "H", "H", "H", "H", "H", "O", "H"],
  "positions_angstrom": [[4.906, -5.168, 0.895], [5.325, -4.577, -0.071], [4.836, -4.651, -1.063], [5.651, -2.209, -0.666], [5.620, -1.633, -1.962], [4.601, -2.263, -2.907], [3.405, -1.511, -2.229], [2.910, -0.954, -3.574], [4.443, -0.916, -3.684], [4.609, -0.509, -2.183], [6.640, -1.494, -2.350], [4.580, -3.278, -3.324], [2.822, -1.858, -1.368], [2.384, -1.658, -4.237], [2.392, 0.016, -3.547], [5.076, -0.581, -4.515], [4.604, 0.511, -1.779], [6.669, -2.249, -0.233], [6.786, -4.270, -0.216], [6.829, -3.628, -0.969]],
  "forces_ev_per_angstrom": [[0.907, 2.023, -1.493], [2.406, -2.890, 0.487], [0.033, 0.906, 0.428], [3.583, 0.899, 1.590], [0.249, 0.155, 0.096], [-0.030, -0.191, -0.097], [-0.148, -0.049, 0.241], [-0.203, 0.042, -0.129], [0.052, 0.045, -0.235], [0.143, 0.243, -0.030], [-0.246, 0.098, -0.029], [-0.018, 0.294, 0.018], [0.217, 0.097, -0.274], [0.153, 0.181, 0.182], [0.151, -0.253, 0.004], [-0.175, -0.091, 0.247], [-0.036, -0.302, -0.120], [-4.354, 0.811, -1.553], [-2.477, -0.527, 0.027], [-0.206, -1.490, 0.640]]
}


{
  "formula": "C7H10O3S",
  "method": "ωB97M-V/def2-TZVPD",
  "smiles": "O=S1(=O)C=CCC1.C=C=CO",
  "energy_ev": -24394.103,
  "relative_energy_kj_mol": 320.7,
  "charge": 0,
  "gap_ev": 9.4,
  "species": ["C", "C", "C", "C", "C", "C", "C", "O", "O", "O", "S", "H", "H", "H", "H", "H", "H", "H", "H", "H", "H"],
  "positions_angstrom": [[1.881, -2.102, 0.833], [2.603, -0.113, -0.478], [2.346, -1.035, 0.347], [-1.963, 1.775, 0.126], [-0.664, 1.639, 0.802], [-2.404, 0.439, -0.411], [-0.063, 0.458, 0.777], [2.658, -0.321, -1.836], [-1.253, -1.889, 0.351], [-0.252, -0.644, -1.540], [-0.917, -0.630, -0.275], [0.721, -2.221, 1.002], [2.493, -2.865, 1.252], [2.929, 0.845, -0.099], [-2.773, 2.061, 0.886], [-2.011, 2.340, -0.794], [1.821, -0.762, -2.094], [-0.207, 2.472, 1.211], [-3.093, -0.160, 0.243], [-2.642, 0.623, -1.404], [0.791, 0.089, 1.099]],
  "forces_ev_per_angstrom": [[-3.615, -2.036, 2.196], [1.527, 2.016, -1.388], [0.487, -0.763, -0.330], [-2.483, -0.309, 1.084], [0.523, -1.302, -0.535], [0.986, -2.245, 2.683], [-4.198, 1.577, -1.362], [-0.594, 0.202, -0.193], [-0.019, 0.326, -0.059], [0.692, -0.292, -1.032], [-1.825, 0.196, -0.113], [2.450, 0.017, -0.327], [0.437, -0.627, 0.172], [0.010, 0.405, -0.458], [1.230, 0.364, -1.186], [0.455, 1.366, 0.487], [0.452, 0.237, 0.202], [0.749, 1.550, 1.046], [0.086, 0.944, -0.993], [-0.918, -0.807, -1.836], [3.567, -0.820, 1.942]]
}


{
  "formula": "C7H10OS",
  "method": "ωB97M-V/def2-TZVPD",
  "energy_ev": -20297.193,
  "relative_energy_kj_mol": 598.6,
  "charge": 0,
  "gap_ev": [7.3, 7.5],
  "species": ["C", "C", "C", "C", "C", "C", "C", "O", "S", "H", "H", "H", "H", "H", "H", "H", "H", "H", "H"],
  "positions_angstrom": [[-1.554, 1.949, 0.473], [-1.478, 1.016, -0.299], [0.529, -0.815, 1.486], [0.718, -2.145, 0.628], [0.698, -0.865, -0.009], [1.484, 1.544, -0.878], [-1.473, -0.119, -1.073], [-2.232, -1.199, -0.755], [2.079, -0.135, -0.752], [-1.365, 2.453, 1.377], [-0.405, -0.592, 1.902], [1.323, -0.335, 1.975], [1.628, -2.645, 0.813], [-0.195, -2.776, 0.600], [0.642, 1.575, -1.554], [2.224, 2.108, -1.477], [1.273, 2.113, -0.027], [-0.776, -0.143, -1.913], [-3.121, -0.990, -0.517]],
  "forces_ev_per_angstrom": [[0.002, -0.590, -0.102], [-0.776, 0.471, 0.599], [-0.090, -1.123, -2.520], [-1.514, 0.260, 1.688], [-0.421, 1.438, 0.141], [0.973, 0.258, -2.624], [1.903, -0.388, 0.147], [0.895, -0.711, -0.872], [-0.129, -0.109, -0.199], [-0.018, 0.697, 0.310], [-1.460, -0.007, 0.374], [1.240, 0.101, 0.737], [0.939, -0.754, -0.172], [0.682, 0.493, -0.074], [-0.452, -0.133, 0.152], [0.135, -0.343, 0.485], [-0.276, 0.342, 1.648], [-0.795, -0.507, -0.101], [-0.838, 0.607, 0.383]]
}


{
  "formula": "C7H10OSi",
  "method": "ωB97M-V/def2-TZVPD",
  "energy_ev": -17341.321,
  "relative_energy_kj_mol": 360.0,
  "charge": 0,
  "gap_ev": [5.7, 8.0],
  "species": ["C", "C", "C", "C", "C", "C", "C", "O", "Si", "H", "H", "H", "H", "H", "H", "H", "H", "H", "H"],
  "positions_angstrom": [[-1.052, -1.317, -1.802], [-0.047, -0.424, -1.525], [-1.693, -2.075, -0.768], [0.420, -0.252, -0.210], [-1.292, -1.912, 0.500], [-0.166, -1.002, 0.829], [0.116, -0.848, 2.198], [1.208, -0.116, 2.610], [1.591, 3.550, -0.453], [-1.477, -1.447, -2.854], [0.203, 0.117, -2.443], [-2.608, -2.746, -0.821], [1.076, 0.518, 0.135], [-1.810, -2.441, 1.425], [-0.621, -0.994, 3.011], [2.060, -0.165, 2.167], [2.682, 4.446, -1.203], [0.509, 3.068, -1.538], [0.903, 4.040, 0.741]],
  "forces_ev_per_angstrom": [[-1.992, -1.565, -0.940], [-0.311, -0.013, -0.483], [-1.312, -0.495, -0.454], [-0.658, -0.601, 0.137], [1.187, 0.454, 3.530], [-2.182, -1.315, -0.343], [1.111, 0.842, 0.015], [-0.766, 0.229, 1.126], [0.051, -0.246, -2.377], [0.891, 0.370, 1.526], [0.773, 0.345, 0.860], [1.322, 0.920, -0.941], [0.601, 0.435, -0.454], [1.085, 1.061, -2.212], [0.711, -0.136, -0.711], [-0.463, -0.539, -0.658], [-1.240, -0.705, 1.012], [1.171, 0.557, 1.202], [0.019, 0.403, 0.164]]
}


{
  "formula": "C7H11B",
  "method": "ωB97M-V/def2-TZVPD",
  "smiles": "C1=CC=CCC=C1.B",
  "energy_ev": -8109.665,
  "relative_energy_kj_mol": 154.1,
  "charge": 0,
  "gap_ev": 7.3,
  "species": ["C", "C", "C", "C", "C", "C", "C", "H", "H", "H", "H", "H", "H", "H", "H", "B", "H", "H", "H"],
  "positions_angstrom": [[-0.700, 0.001, 0.368], [-0.067, 1.302, 0.675], [1.254, 1.562, 0.717], [2.352, 0.680, 0.715], [2.351, -0.681, 0.714], [1.253, -1.562, 0.716], [-0.069, -1.303, 0.673], [-1.675, 0.001, 0.907], [-0.768, 2.125, 0.849], [1.528, 2.601, 0.759], [3.295, 1.151, 0.479], [3.294, -1.152, 0.479], [1.528, -2.601, 0.758], [-0.769, -2.127, 0.849], [-1.121, 0.003, -0.598], [-3.041, -0.004, -2.365], [-2.873, -1.236, -2.242], [-3.635, 0.625, -1.472], [-2.137, 0.614, -2.982]],
  "forces_ev_per_angstrom": [[-2.111, -0.025, 1.995], [1.146, 0.359, 0.079], [-1.929, 0.963, 0.422], [1.054, -1.992, -1.072], [1.089, 2.006, -1.074], [-1.962, -0.965, 0.421], [1.169, -0.335, 0.076], [0.404, -0.002, 0.152], [0.311, -0.176, -0.292], [-0.009, 0.417, 0.342], [0.274, 0.011, 0.407], [0.271, -0.016, 0.407], [-0.010, -0.425, 0.342], [0.302, 0.182, -0.297], [-0.031, -0.004, -1.941], [2.191, 0.063, 1.644], [-0.727, 1.150, -0.524], [-0.020, -0.612, -1.222], [-1.412, -0.600, 0.135]]
}


{
  "formula": "C7H11BO",
  "method": "ωB97M-V/def2-TZVPD",
  "energy_ev": -10158.934,
  "relative_energy_kj_mol": 0.0,
  "charge": 0,
  "gap_ev": 8.5,
  "species": ["B", "C", "C", "C", "C", "C", "C", "C", "O", "H", "H", "H", "H", "H", "H", "H", "H", "H", "H", "H"],
  "positions_angstrom": [[1.147, 0.866, -1.161], [-0.317, -0.526, -2.069], [-0.971, -1.133, -1.118], [-0.857, -0.767, 0.291], [-0.114, 0.272, 0.843], [2.302, 1.502, -1.931], [-1.627, -1.603, 1.233], [-0.100, 0.847, 2.257], [0.955, 0.783, 0.122], [-0.595, -0.644, -3.102], [-1.733, -1.875, -1.361], [3.183, 1.237, -1.352], [2.199, 2.591, -1.855], [2.458, 1.129, -3.004], [-2.227, -2.305, 0.743], [-2.276, -0.979, 1.809], [-1.027, -1.996, 1.984], [-0.131, -0.118, 2.791], [-1.066, 1.207, 2.444], [0.797, 1.511, 2.436]],
  "forces_ev_per_angstrom": [[-2.916, -3.415, -3.163], [3.091, 3.586, 0.387], [-0.342, -0.196, 1.010], [1.356, 1.624, 1.308], [-0.056, -1.561, -1.407], [0.480, -0.235, -1.184], [-0.820, 2.026, 0.170], [1.050, -2.499, -1.324], [-0.218, 1.180, 0.842], [0.319, -0.174, -0.325], [-0.014, -0.069, 0.209], [0.442, 0.063, 0.022], [0.151, -0.061, -0.382], [-0.463, 0.770, 1.650], [-0.710, -1.303, -0.622], [-0.952, 0.488, 0.363], [1.346, -1.370, 1.123], [0.744, 0.635, 0.899], [-1.134, 1.404, 0.471], [-1.352, -0.892, -0.047]]
}


{
  "formula": "C7H11Br2F3N2O3Zn",
  "method": "ωB97M-V/def2-TZVPD",
  "energy_ev": -213187.643,
  "charge": 2,
  "gap_ev": 2.4,
  "species": ["N", "C", "C", "O", "C", "C", "C", "C", "F", "Br", "C", "F", "F", "Br", "O", "N", "O", "H", "H", "H", "H", "H", "H", "H", "H", "H", "H", "H", "Zn"],
  "positions_angstrom": [[-1.993, 1.294, 1.105], [-1.988, 0.769, -0.262], [-2.272, -0.803, -0.184], [-1.399, -1.514, 0.661], [-0.090, -1.727, 0.043], [1.048, -1.311, 1.113], [1.533, 0.198, 0.959], [2.900, 0.394, 0.187], [4.037, 0.078, 0.965], [3.052, 2.371, -0.139], [2.964, -0.279, -1.253], [1.817, 0.063, -2.015], [4.034, 0.343, -1.932], [3.365, -2.201, -1.264], [-2.904, 1.464, -1.132], [-2.104, 2.306, -1.949], [-1.847, 3.274, -1.325], [-1.157, 1.000, 1.628], [-2.119, 2.315, 1.125], [-0.954, 0.873, -0.759], [-3.344, -0.909, 0.296], [-2.339, -1.265, -1.224], [0.085, -2.798, -0.302], [-0.050, -1.083, -0.886], [0.521, -1.378, 2.128], [1.883, -2.074, 1.163], [1.709, 0.588, 2.019], [0.771, 0.898, 0.502], [-5.160, -0.885, 0.732]],
  "forces_ev_per_angstrom": [[0.344, 0.079, -2.015], [-0.704, 1.275, 1.152], [1.786, -2.084, -0.988], [-1.287, 2.013, -1.418], [2.125, -0.431, -0.775], [-1.428, 0.050, 0.526], [0.759, -0.293, 0.961], [0.067, 0.888, 0.341], [-2.297, -0.166, -1.505], [-0.208, -0.923, 0.246], [1.667, 1.632, -1.454], [1.559, -0.920, 1.718], [-1.958, -1.421, 1.117], [-0.553, 1.125, -0.025], [-0.268, -3.339, 2.767], [1.390, 4.108, 0.317], [-0.218, -1.828, -1.853], [-0.572, 0.052, 0.005], [-0.081, -0.465, 0.099], [-0.903, -0.893, 0.713], [-0.038, 0.423, 0.128], [0.290, 0.718, 1.073], [-0.640, 1.193, 0.669], [0.172, -0.733, 0.975], [0.747, 0.011, -1.283], [-0.992, 1.046, -0.341], [-0.005, -0.376, -1.491], [0.896, -1.003, 0.308], [0.348, 0.260, 0.034]]
}